(1)
C5H10O2S | wB97M-V/def2-TZVPD

The total energy is -745.14511 Ha. Its relative energy (zero: lowest compared OMol25 entry of this formula, charge and spin) is 29.08 kcal/mol. As for the net charge: 0. Its structure (SMILES) is C[C@]1(CS)COCO1. The gap between HOMO and LUMO comes out at 9.9 eV. The HOMO energy is -9.167 eV.

Cartesian coordinates (Å):
C1 -0.02581 0.91446 1.37901
C2 -0.16056 0.22694 -0.01897
C3 1.12008 0.37969 -0.77419
C4 -1.27687 0.86876 -0.78329
C5 -2.00560 -1.03766 0.19944
H1 0.38158 0.17243 2.08236
H2 -1.01652 1.21444 1.76506
H3 0.66320 1.76819 1.20721
H4 1.23886 1.45426 -0.94486
H5 0.92187 -0.10881 -1.73554
H6 2.49260 0.19316 1.14509
H7 -1.24705 0.65061 -1.86886
H8 -1.51774 1.96992 -0.64095
H9 -2.36287 -1.19160 1.22906
H10 -2.44662 -1.83051 -0.44668
O1 -2.41106 0.24360 -0.20017
O2 -0.61828 -1.09468 0.11421
S1 2.57625 -0.34978 -0.06976

---

(2)
C5H10O3 | wB97M-V/def2-TZVPD

The total energy is -421.96731 Ha. Its relative energy (zero: lowest compared OMol25 entry of this formula, charge and spin) is 181.52 kcal/mol. As for the net charge: 0. The gap between HOMO and LUMO comes out at 8.9 eV. The HOMO energy is -9.151 eV.

Cartesian coordinates (Å):
C1 1.91834 -0.58153 1.10234
C2 1.52954 -0.46642 -0.45107
C3 0.11469 0.13658 -0.39863
C4 -0.79860 1.09816 0.50933
C5 -1.25419 -0.34207 0.31261
H1 1.22650 -1.09787 1.68694
H2 1.93659 0.46204 1.61324
H3 2.92032 -1.02175 1.33923
H4 1.87326 0.37900 -1.02548
H5 1.62001 -1.29770 -1.11136
H6 -0.50237 1.41483 -1.92310
H7 -0.66071 1.42728 1.51324
H8 -2.33686 0.70538 -0.30609
H9 -1.38472 -0.94853 1.25146
H10 -1.81872 -1.40474 -1.49081
O1 -0.33449 0.27998 -1.80816
O2 -1.89340 1.75566 -0.16173
O3 -2.15520 -0.49830 -0.65196

---

(3)
C5H10O3 | wB97M-V/def2-TZVPD

The total energy is -422.10446 Ha. Its relative energy (zero: lowest compared OMol25 entry of this formula, charge and spin) is 95.45 kcal/mol. As for the net charge: 0. The gap between HOMO and LUMO comes out at 9.1 eV. The HOMO energy is -8.421 eV.

Cartesian coordinates (Å):
C1 0.76634 -0.04199 1.95641
C2 1.63215 -0.18068 -0.64363
C3 0.30527 0.64445 0.70486
O1 1.86997 0.71498 -1.61640
O2 2.28853 -1.16966 -0.44980
O3 0.08456 1.80361 0.51560
H1 2.65051 0.42625 -2.12481
H2 1.69954 0.41275 2.28756
H3 0.92906 -1.10269 1.78285
H4 0.01099 0.11476 2.72857
C4 -1.27038 -0.53445 -0.00641
C5 -1.89567 0.16400 -1.19377
H5 -2.95385 -0.08942 -1.28479
H6 -1.15835 -1.61640 -0.11601
H7 -1.79773 -0.33404 0.92469
H8 0.05217 -0.34981 -0.27263
H9 -1.39654 -0.10715 -2.12588
H10 -1.81656 1.24550 -1.06641

---

(4)
C5H10O3Sc | wB97M-V/def2-TZVPD

The total energy is -1182.77920 Ha. As for the multiplicity: 2. Its relative energy (zero: lowest compared OMol25 entry of this formula, charge and spin) is 0.00 kcal/mol. As for the net charge: 0. The expectation value of S² is 0.75. The gap between HOMO and LUMO (alpha / beta) comes out at 6.2 / 6.7 eV. The HOMO energy (alpha / beta) is -6.000 / -6.715 eV.

Cartesian coordinates (Å):
C1 1.91079 -2.29010 0.77383
H1 0.56984 -2.73390 1.16763
H2 2.15680 -3.24035 0.28046
H3 2.19839 -2.20366 1.83131
H4 2.48238 -1.51578 0.23964
O1 -0.21145 -1.68382 -1.03944
C2 0.03570 -1.70445 0.26382
C3 -0.31784 -0.37043 0.91945
O2 -0.07347 0.73213 0.05287
C4 -1.10373 1.71681 -0.00045
C5 -0.95700 2.46398 -1.31921
O3 -0.89511 1.58205 -2.38410
Sc1 0.25855 0.01108 -2.06565
H5 0.30524 -0.22227 1.81723
H6 -1.38069 -0.39886 1.20969
H7 -1.03201 2.38801 0.87127
H8 -2.08068 1.20388 0.02532
H9 -0.04889 3.10404 -1.25111
H10 -1.81683 3.16164 -1.39257

---

(5)
C5H10O4 | wB97M-V/def2-TZVPD

The total energy is -497.31642 Ha. Its relative energy (zero: lowest compared OMol25 entry of this formula, charge and spin) is 120.45 kcal/mol. As for the net charge: 0. Its structure (SMILES) is C[C@@H](O)[C@@H](C)C(=O)OO. The gap between HOMO and LUMO comes out at 9.6 eV. The HOMO energy is -9.189 eV.

Cartesian coordinates (Å):
C1 1.19650 -0.67769 0.22968
C2 -0.16061 0.38736 0.72338
C3 1.26879 -0.89573 -1.26539
C4 -0.12107 1.66720 -0.08489
C5 -1.20370 -0.55690 0.50264
O1 -2.36216 0.58540 0.89514
O2 -3.42824 0.34185 -0.02050
O3 2.31980 0.02634 0.67815
O4 -1.52153 -1.67817 0.31562
H1 -3.58547 -0.61662 0.09821
H2 2.93290 -0.57759 1.11190
H3 1.06681 -1.62563 0.76869
H4 0.03600 0.51826 1.78762
H5 2.11575 -1.53868 -1.51303
H6 1.41356 0.05124 -1.78328
H7 0.35916 -1.36010 -1.63975
H8 -0.74800 2.40850 0.40331
H9 -0.48436 1.51282 -1.09697
H10 0.90586 2.02815 -0.11053

---

(6)
C5H10O5 | wB97M-V/def2-TZVPD

The total energy is -572.63687 Ha. Its relative energy (zero: lowest compared OMol25 entry of this formula, charge and spin) is 67.38 kcal/mol. As for the net charge: 0. Its structure (SMILES) is CC(=O)[C@H](O)CO.O=CO. The gap between HOMO and LUMO comes out at 10.0 eV. The HOMO energy is -9.465 eV.

Cartesian coordinates (Å):
H1 2.09955 2.52378 -2.07214
O1 1.27375 1.99786 -2.10913
C1 0.88525 1.39033 -0.86474
C2 -0.50414 0.82546 -1.09436
C3 -0.85284 -0.71280 -0.77756
C4 -2.11924 -0.71775 -0.00038
C5 0.28573 -0.78137 2.42932
O2 0.95840 0.18602 2.19420
O3 -0.17438 -1.65335 -1.17632
O4 0.84646 -1.92198 3.11212
H2 0.93013 -2.49947 2.26576
O5 -1.01748 0.89586 -2.40696
H3 -0.36843 1.43010 -2.91116
H4 1.71973 0.71938 -0.58745
H5 0.92306 2.19477 -0.11778
H6 -1.10316 1.47853 -0.39039
H7 -2.33220 0.25075 0.50594
H8 -2.94346 -1.08829 -0.66913
H9 -2.06827 -1.42850 0.82545
H10 -0.87105 -0.80039 2.24929

---

(7)
C5H10OS | wB97M-V/def2-TZVPD

The total energy is -669.83007 Ha. Its relative energy (zero: lowest compared OMol25 entry of this formula, charge and spin) is 66.75 kcal/mol. As for the net charge: 0. Its structure (SMILES) is C=C(C)[C@@H](O)SC. The gap between HOMO and LUMO comes out at 9.2 eV. The HOMO energy is -8.460 eV.

Cartesian coordinates (Å):
C1 1.61990 1.68727 1.05056
C2 1.11862 0.58043 0.59760
C3 1.43164 -0.80319 1.00845
C4 -2.60220 -0.63943 -0.81337
C5 -0.13990 0.63877 -0.67658
O1 0.02384 -0.31171 -1.60283
S1 -1.66138 0.37729 0.29302
H1 1.60910 2.66522 0.70554
H2 2.46084 1.77712 1.65723
H3 0.95848 -1.57096 0.36023
H4 2.50679 -0.93283 1.00148
H5 0.99591 -1.09070 1.84295
H6 -3.60578 -0.34683 -1.02439
H7 -2.68457 -1.60180 -0.44291
H8 -1.90454 -0.79631 -1.58632
H9 -0.14941 1.57561 -1.16706
H10 0.02267 -1.20795 -1.20359

---

(8)
C5H10OS | wB97M-V/def2-TZVPD

The total energy is -669.77131 Ha. Its relative energy (zero: lowest compared OMol25 entry of this formula, charge and spin) is 103.62 kcal/mol. As for the net charge: 0. Its structure (SMILES) is C=CO[C@H](C)SC. The gap between HOMO and LUMO comes out at 9.6 eV. The HOMO energy is -8.718 eV.

Cartesian coordinates (Å):
C1 -1.52666 0.87013 1.08243
C2 0.85587 1.02271 -0.09271
C3 1.14688 0.20948 1.19017
C4 0.54394 -0.79256 -1.91801
C5 -0.46306 -1.66083 -1.64060
H1 -2.65147 1.44514 1.28711
H2 -1.85572 0.02864 0.46144
H3 -1.16571 0.34082 2.04435
H4 1.64073 1.92340 -0.00604
H5 2.10284 -0.46335 0.92171
H6 0.31733 -0.61890 1.44256
H7 1.20136 0.59474 2.18354
H8 0.96112 -0.55035 -2.89447
H9 -0.98609 -2.08718 -0.51887
H10 -0.59132 -2.55185 -2.28762
O1 1.10255 0.36578 -1.28341
S1 -0.63259 1.92417 0.02843

---

(9)
C5H10OS | wB97M-V/def2-TZVPD

The total energy is -669.74872 Ha. Its relative energy (zero: lowest compared OMol25 entry of this formula, charge and spin) is 117.80 kcal/mol. As for the net charge: 0. The gap between HOMO and LUMO comes out at 9.6 eV. The HOMO energy is -9.029 eV.

Cartesian coordinates (Å):
C1 0.84179 1.53128 -0.05747
C2 -0.34765 0.32810 0.00389
C3 -1.58992 0.47727 0.86942
C4 0.40720 -0.92677 0.44134
C5 1.35091 -1.48613 -0.57032
H1 0.72501 2.38714 -0.94129
H2 0.83825 2.06344 1.01862
H3 2.04688 0.74248 -0.10825
H4 -0.53357 0.17084 -1.19400
H5 -1.77175 1.61524 1.29365
H6 -1.50303 -0.48304 1.77593
H7 -2.60293 0.09051 -1.27156
H8 0.79341 -1.72689 -1.53692
H9 2.01099 -0.58453 -0.94936
H10 1.75041 -2.49430 -0.36883
O1 0.36499 -1.05058 1.69157
S1 -2.78100 -0.65406 -0.09641

---

(10)
C5H10OS2 | wB97M-V/def2-TZVPD

The total energy is -1068.08580 Ha. Its relative energy (zero: lowest compared OMol25 entry of this formula, charge and spin) is 18.97 kcal/mol. As for the net charge: 0. Its structure (SMILES) is CC(=S)SC[C@H](C)O. The gap between HOMO and LUMO comes out at 8.3 eV. The HOMO energy is -8.550 eV.

Cartesian coordinates (Å):
C1 -1.44424 1.66753 0.77228
C2 -1.63274 0.51171 -0.15238
C3 -0.40858 -0.33976 -0.30931
C4 2.29890 -0.18871 -0.69571
C5 2.28814 -1.61274 -0.14623
H1 -0.76513 2.37266 0.33205
H2 -1.01672 1.30345 1.65198
H3 -2.41532 2.18164 0.99969
H4 -1.88176 0.92935 -1.09782
H5 -3.39209 0.19476 0.62913
H6 -0.59948 -1.33596 -0.65438
H7 0.10124 -0.47415 0.73289
H8 2.52969 -1.77310 0.86669
H9 1.32205 -2.08135 -0.30651
H10 3.06969 -2.10714 -0.77409
O1 -2.69497 -0.36970 0.32017
S1 0.84877 0.53239 -1.32751
S2 3.79256 0.58911 -0.84095

---

(11)
C5H10OS2 | wB97M-V/def2-TZVPD

The total energy is -1067.74789 Ha. Its relative energy (zero: lowest compared OMol25 entry of this formula, charge and spin) is 231.02 kcal/mol. As for the net charge: 0. The gap between HOMO and LUMO (alpha / beta) comes out at 6.8 / 6.2 eV. The HOMO energy (alpha / beta) is -8.062 / -7.520 eV.

Cartesian coordinates (Å):
C1 2.29806 -0.17114 -1.30102
C2 0.29757 1.19907 1.50721
C3 0.26257 -0.60873 -0.60772
C4 -1.12944 -2.34573 1.32543
C5 -0.92335 1.88166 -1.09305
O1 -1.96217 0.19254 0.68210
S1 0.04645 -2.20169 -0.03905
S2 -0.65539 0.58966 0.20582
H1 2.04828 0.86636 -1.79816
H2 2.68185 -0.88276 -1.99344
H3 0.32721 0.25926 1.96064
H4 1.31975 1.53511 1.36463
H5 -2.16489 -2.40247 1.02770
H6 -0.85741 -1.57846 1.98182
H7 -0.94359 -3.44629 1.68220
H8 -0.68651 1.33396 -1.91100
H9 -1.99057 2.07349 -1.05700
H10 -0.30817 2.77565 -1.00783

---

(12)
C5H10OS2 | wB97M-V/def2-TZVPD

The total energy is -1068.06591 Ha. Its relative energy (zero: lowest compared OMol25 entry of this formula, charge and spin) is 31.46 kcal/mol. As for the net charge: 0. Its structure (SMILES) is CSC1(SC)COC1. The gap between HOMO and LUMO comes out at 9.5 eV. The HOMO energy is -8.797 eV.

Cartesian coordinates (Å):
C1 -1.70749 2.26438 -0.22446
C2 0.26590 0.30399 0.30043
C3 1.65869 -0.01445 0.87366
C4 -0.21425 -0.79205 1.25297
C5 0.46558 -1.71820 -1.57019
H1 -2.39910 1.44381 -0.05125
H2 -1.40692 2.33906 -1.26207
H3 -2.11677 3.27523 0.07833
H4 2.41113 -0.36585 0.13531
H5 2.12407 0.77177 1.46425
H6 -0.91809 -0.49301 2.00180
H7 -0.61326 -1.66204 0.73151
H8 1.26119 -1.95257 -0.89551
H9 0.76450 -1.91581 -2.58123
H10 -0.37441 -2.42012 -1.29135
O1 1.12671 -1.04463 1.72650
S1 -0.22385 1.98029 0.79162
S2 -0.10363 0.00020 -1.48032

---

(13)
C5H10S | wB97M-V/def2-TZVPD

The total energy is -594.64232 Ha. Its relative energy (zero: lowest compared OMol25 entry of this formula, charge and spin) is 33.11 kcal/mol. As for the net charge: 0. Its structure (SMILES) is CC1(S)CCC1. The gap between HOMO and LUMO comes out at 9.8 eV. The HOMO energy is -8.942 eV.

Cartesian coordinates (Å):
C1 1.20004 1.36558 -0.00341
C2 0.42673 0.04039 -0.05824
C3 -0.65526 -0.13337 -1.06976
C4 -1.45013 -1.00377 -0.08442
C5 -0.70044 -0.36519 0.99352
H1 0.47170 2.19412 0.09183
H2 1.94130 1.54823 0.75374
H3 1.78537 1.53994 -0.91954
H4 2.24279 -1.07676 0.96753
H5 -1.15185 0.88428 -1.30924
H6 -0.39824 -0.48750 -2.09880
H7 -1.33583 -2.06961 -0.07634
H8 -2.55580 -0.65753 -0.19008
H9 -1.22225 0.52631 1.37508
H10 -0.17247 -0.91630 1.81965
S1 1.57433 -1.38881 -0.19151

---

(14)
C5H10S | wB97M-V/def2-TZVPD

The total energy is -594.64648 Ha. Its relative energy (zero: lowest compared OMol25 entry of this formula, charge and spin) is 30.50 kcal/mol. As for the net charge: 0. Its structure (SMILES) is C[C@@H]1C[C@@]1(C)S. The gap between HOMO and LUMO comes out at 9.7 eV. The HOMO energy is -8.746 eV.

Cartesian coordinates (Å):
C1 0.53019 1.97447 1.28941
C2 -0.20166 1.05205 0.34991
C3 -1.09715 -0.01210 0.90715
C4 0.06459 -0.38834 0.06376
C5 1.28244 -1.02189 0.69748
H1 0.77255 2.89377 0.73723
H2 -0.20185 2.35088 2.00792
H3 1.44755 1.62169 1.76778
H4 -0.61587 1.60867 -0.46214
H5 -1.06315 -0.24697 1.97727
H6 -1.99475 -0.23091 0.37902
H7 2.15641 -0.56114 0.15898
H8 1.43080 -2.06692 0.48072
H9 1.25289 -0.82492 1.74701
H10 -1.19333 0.06481 -2.01790
S1 -0.34135 -0.88963 -1.66389

---

The records above yield max |F| values of 0.0465, 0.1444, 0.0398, 0.0901, 0.1303, 0.0784, 0.0967, 0.1050, 0.1005, 0.0582, 0.0854, 0.0398, 0.0837, 0.0517 Eh/bohr, respectively.